1.
Formula: C4H6O
Source: OMol25
Level of theory: ωB97M-V with the def2-TZVPD basis set

Each line ends with the natural charge from an NBO analysis.
Geometry (Å):
C  -0.42847  1.77945  1.37816  0.09
C  0.54010  1.00254  1.11540  0.01
O  -0.85412  0.46539  1.51514  -0.56
H  -0.89591  2.67128  1.24856  0.21
H  1.25855  0.38215  0.65159  0.25
C  -0.49251  -1.29409  -0.60943  -0.39
C  0.53998  -0.85793  -1.30073  -0.43
H  -1.27355  -0.50786  -0.29321  0.24
H  -0.43174  -2.31985  -0.38936  0.20
H  1.39131  -1.49668  -1.54751  0.19
H  0.64637  0.17559  -1.76860  0.19

Output
E_HOMO   -8.290 eV
SMILES   C1=CO1.C=C
Net charge   0
E_LUMO   1.1 eV

***

2.
Formula: C4H6O
Source: OMol25
Level of theory: ωB97M-V with the def2-TZVPD basis set

Each line ends with the natural charge from an NBO analysis.
Geometry (Å):
C  0.10848  1.01318  -0.40032  -0.64
C  0.64189  0.05149  0.74212  0.09
O  0.05899  0.13441  1.99853  -0.68
C  0.03581  -0.64056  -0.33858  -0.14
C  -0.61209  -1.30584  -1.28253  -0.46
H  0.89057  1.52490  -0.95773  0.23
H  -0.70540  1.63020  -0.02167  0.24
H  -0.58110  0.14931  -1.30660  0.46
H  1.72646  0.05839  0.83215  0.21
H  -0.83599  -0.22478  1.93593  0.48
H  -0.72762  -2.39071  -1.20130  0.20

Output
E_HOMO   -8.227 eV
Net charge   0
E_LUMO   0.8 eV

***

3.
Formula: C4H6O2
Source: OMol25
Level of theory: ωB97M-V with the def2-TZVPD basis set

Each line ends with the natural charge from an NBO analysis.
Geometry (Å):
C  -1.31231  0.47500  0.06165  -0.10
O  -0.59362  0.85368  -1.12415  -0.52
C  0.35885  -0.17568  -0.92705  -0.02
C  1.46799  0.20790  0.03360  -0.09
O  0.79979  -0.33459  1.19239  -0.52
C  -0.36345  -0.63576  0.46423  0.08
H  -2.30364  0.11500  -0.22704  0.18
H  -1.37573  1.24767  0.82495  0.19
H  0.10660  -1.19668  -1.13486  0.24
H  2.44270  -0.26122  -0.10226  0.19
H  1.58890  1.29656  0.12864  0.20
H  -0.81608  -1.59189  0.80989  0.18

Output
E_HOMO   -8.813 eV
Net charge   0
E_LUMO   1.0 eV

***

4.
Formula: C4H6O2
Source: OMol25
Level of theory: ωB97M-V with the def2-TZVPD basis set

Each line ends with the natural charge from an NBO analysis.
Geometry (Å):
O  0.83565  2.18664  0.29901  -0.51
C  0.46977  1.05219  0.13859  0.59
C  -0.98715  0.54620  -0.00494  -0.57
C  -0.82278  -0.95173  -0.12324  -0.07
O  0.57368  -1.26531  -0.24419  -0.52
C  1.39521  -0.17571  0.03924  -0.19
H  -1.53490  1.03910  -0.80377  0.25
H  -1.62964  0.88166  0.80348  0.25
H  -1.26403  -1.50122  0.70094  0.18
H  -1.29545  -1.36629  -0.99656  0.19
H  2.19240  -0.10994  -0.69699  0.21
H  2.06724  -0.33557  0.88842  0.20

Output
E_HOMO   -9.792 eV
SMILES   O=C1CCOC1
Net charge   0
E_LUMO   0.9 eV

***

5.
Formula: C4H6O2
Source: OMol25
Level of theory: ωB97M-V with the def2-TZVPD basis set

Each line ends with the natural charge from an NBO analysis.
Geometry (Å):
C  -1.58887  0.18486  0.05645  0.23
O  -0.70694  0.94177  -0.73654  -0.51
C  0.45258  0.14519  -0.79939  0.04
C  1.43214  0.32554  0.31815  -0.46
C  0.38600  -0.74434  0.41448  0.04
O  -0.80670  -0.38589  1.07847  -0.51
H  -2.04282  -0.61868  -0.54430  0.13
H  -2.35121  0.84311  0.47498  0.18
H  0.78474  -0.06563  -1.81054  0.20
H  2.43177  -0.04146  0.10016  0.22
H  1.35330  1.20809  0.94102  0.24
H  0.65601  -1.79257  0.50705  0.20

Output
E_HOMO   -9.777 eV
SMILES   C1O[C@H]2C[C@H]2O1
Net charge   0
E_LUMO   1.1 eV

***

6.
Formula: C4H6O2
Source: OMol25
Level of theory: ωB97M-V with the def2-TZVPD basis set

Each line ends with the natural charge from an NBO analysis.
Geometry (Å):
O  -1.55032  0.30013  -1.02703  -0.68
C  -0.36888  0.15367  -0.33467  0.17
C  0.71773  -0.82858  -0.61547  -0.48
C  -0.00060  -0.83681  0.71162  0.08
O  0.54155  0.12021  1.59500  -0.52
C  0.13341  1.16897  0.68897  -0.08
H  -1.35037  0.35176  -1.96754  0.48
H  0.43702  -1.78776  -1.01222  0.23
H  1.76922  -0.54630  -0.67583  0.22
H  -0.59228  -1.66349  1.10498  0.20
H  0.95904  1.83095  0.41033  0.18
H  -0.69550  1.73726  1.12186  0.19

Output
E_HOMO   -9.142 eV
Net charge   0
E_LUMO   0.8 eV

***

7.
Formula: C4H6O2
Source: OMol25
Level of theory: ωB97M-V with the def2-TZVPD basis set

Each line ends with the natural charge from an NBO analysis.
Geometry (Å):
O  0.87302  1.18994  -1.27179  -0.50
C  0.56826  0.78376  -0.14228  0.41
C  -0.84503  0.38941  0.16404  -0.52
C  -0.93565  -0.99670  -0.56035  -0.13
O  0.24074  -1.25017  -1.17605  -0.27
C  1.59495  0.46234  0.77538  -0.25
H  -1.53951  1.09961  -0.28719  0.24
H  -1.04260  0.31241  1.23587  0.21
H  -1.13758  -1.76780  0.20985  0.23
H  -1.80707  -1.06685  -1.24189  0.19
H  2.63268  0.53063  0.45946  0.20
H  1.39779  0.31343  1.83495  0.18

Output
E_HOMO (alpha / beta)   -9.739 / -9.656 eV
Net charge   0
E_LUMO (alpha / beta)   -1.3 / -1.5 eV

***

8.
Formula: C4H6O2
Source: OMol25
Level of theory: ωB97M-V with the def2-TZVPD basis set

Each line ends with the natural charge from an NBO analysis.
Geometry (Å):
C  1.28347  -0.07532  -0.56057  -0.65
C  0.64436  0.39809  0.74324  -0.07
O  -0.56325  1.11806  0.55368  -0.49
C  -1.61591  0.40379  0.03676  -0.20
C  -1.65796  -0.89651  -0.18335  0.60
O  -1.71823  -2.04469  -0.43276  -0.46
H  0.87195  -1.02494  -0.91712  0.21
H  1.13486  0.68253  -1.33590  0.22
H  2.36018  -0.21190  -0.41678  0.22
H  1.29694  1.10849  1.25595  0.20
H  0.46548  -0.44763  1.42678  0.17
H  -2.50189  0.99003  -0.16991  0.24

Output
E_HOMO   -8.310 eV
SMILES   CCOC=C=O
Net charge   0
E_LUMO   0.6 eV

***

9.
Formula: C4H6O2
Source: OMol25
Level of theory: ωB97M-V with the def2-TZVPD basis set

Each line ends with the natural charge from an NBO analysis.
Geometry (Å):
O  -0.63711  1.53371  -1.85723  -0.50
C  -1.24131  0.64365  -1.30337  0.42
C  -0.47362  -0.22994  -0.31485  -0.01
C  0.78376  0.39952  0.23115  -0.43
C  0.66242  -0.71032  1.25990  -0.07
O  -0.77961  -0.70231  1.04292  -0.51
H  -2.24270  0.34911  -1.66514  0.13
H  -0.32455  -1.15790  -0.88619  0.18
H  0.46318  1.31655  0.73405  0.22
H  1.64714  0.58774  -0.39965  0.22
H  0.98817  -0.50615  2.28102  0.19
H  1.08596  -1.66677  0.91415  0.17

Output
E_HOMO   -9.964 eV
Net charge   0
E_LUMO   0.7 eV

***

10.
Formula: C4H6O2
Source: OMol25
Level of theory: ωB97M-V with the def2-TZVPD basis set

Each line ends with the natural charge from an NBO analysis.
Geometry (Å):
O  -1.34586  1.58535  0.01628  -0.66
C  -0.35348  1.32930  0.84518  0.27
C  0.55571  0.32583  0.19390  -0.44
C  0.26925  -1.09236  0.75249  -0.03
O  -0.05222  -1.58980  -0.54754  -0.53
C  0.24673  -0.32798  -1.16521  -0.07
H  -1.94628  2.19677  0.46786  0.50
H  1.58799  0.65471  0.34464  0.23
H  1.13236  -1.60031  1.19816  0.18
H  -0.58063  -1.15811  1.44444  0.18
H  -0.61590  0.08011  -1.70225  0.19
H  1.10232  -0.40353  -1.84794  0.18

Output
E_HOMO   -8.773 eV
Net charge   0
E_LUMO   0.8 eV

***

11.
Formula: C4H6O2
Source: OMol25
Level of theory: ωB97M-V with the def2-TZVPD basis set

Each line ends with the natural charge from an NBO analysis.
Geometry (Å):
C  -1.06014  -0.48494  -0.89062  -0.62
C  -0.12012  0.43672  -0.11171  -0.36
C  0.26075  0.12817  1.34388  -0.07
O  1.67115  0.08972  0.98803  -0.49
C  1.37824  0.25022  -0.33425  0.80
O  2.12480  0.20908  -1.26361  -0.55
H  -1.35933  -1.34816  -0.28747  0.21
H  -1.96865  0.03439  -1.20795  0.22
H  -0.55563  -0.85792  -1.78808  0.23
H  -0.37769  1.49258  -0.24491  0.24
H  -0.06127  -0.85109  1.70738  0.18
H  0.06789  0.90124  2.08931  0.19

Output
E_HOMO   -10.486 eV
Net charge   0
E_LUMO   0.9 eV

***

12.
Formula: C4H6O2
Source: OMol25
Level of theory: ωB97M-V with the def2-TZVPD basis set

Each line ends with the natural charge from an NBO analysis.
Geometry (Å):
C  1.71151  0.41619  -0.43263  -0.52
C  0.54607  0.53224  0.19068  0.31
O  -0.53438  1.31560  -0.20224  -0.51
C  -0.32046  -0.43105  0.94758  -0.50
C  -1.30880  0.06331  -0.12640  0.36
O  -1.22060  -0.63247  -1.31222  -0.70
H  -0.26877  -0.67786  -1.52258  0.48
H  2.38042  -0.39165  -0.15118  0.22
H  1.98828  1.10517  -1.22513  0.22
H  -0.04713  -1.48639  0.97300  0.22
H  -0.60329  -0.06333  1.93474  0.23
H  -2.36538  0.21931  0.08815  0.18

Output
E_HOMO   -9.508 eV
Net charge   0
E_LUMO   1.0 eV

***

13.
Formula: C4H6O2
Source: OMol25
Level of theory: ωB97M-V with the def2-TZVPD basis set

Each line ends with the natural charge from an NBO analysis.
Geometry (Å):
O  -1.01802  1.41148  -1.24403  -0.69
C  0.10353  0.81014  -0.66937  0.10
C  -0.09518  0.31417  1.08521  -0.51
C  0.27784  -1.04058  0.53108  0.04
O  -0.71826  -1.43420  -0.42058  -0.48
C  0.38837  -0.66655  -0.88176  -0.01
H  -1.34753  0.90542  -0.36050  0.51
H  0.97482  1.45498  -0.70514  0.19
H  0.68013  0.82836  1.66190  0.22
H  -1.06036  0.34704  1.63499  0.22
H  0.80807  -1.84031  1.03796  0.20
H  1.00658  -1.08993  -1.66976  0.20

Output
E_HOMO   -9.925 eV
SMILES   O[C@H]1C[C@H]2O[C@@H]12
Net charge   0
E_LUMO   1.0 eV

***

14.
Formula: C4H6O2
Source: OMol25
Level of theory: ωB97M-V with the def2-TZVPD basis set

Each line ends with the natural charge from an NBO analysis.
Geometry (Å):
C  0.15505  -1.49902  -0.35795  -0.26
C  0.76149  0.67324  -0.96789  -0.22
O  -0.62842  -0.30893  -0.75326  -0.41
C  -0.38885  0.96838  -0.08938  -0.11
C  -0.16067  0.99736  1.38320  0.41
O  -0.52263  1.89217  2.10085  -0.49
H  1.19834  -1.56734  -0.63822  0.23
H  0.11690  -1.68044  0.69836  0.19
H  -0.31521  -2.35608  -0.79619  0.20
H  0.52087  1.06603  -1.95943  0.14
H  -1.17355  1.64600  -0.39682  0.21
H  0.43668  0.16864  1.77672  0.11

Output
E_HOMO   -8.602 eV
Net charge   0
E_LUMO   0.6 eV

***

15.
Formula: C4H6O2
Source: OMol25
Level of theory: ωB97M-V with the def2-TZVPD basis set

Each line ends with the natural charge from an NBO analysis.
Geometry (Å):
O  2.21833  0.83148  0.19672  -0.57
C  2.04063  -0.38870  -0.10781  0.64
O  0.86522  -1.01667  -0.27065  -0.47
C  -0.09526  -0.29574  0.32607  0.03
C  -0.65783  0.84978  -0.42773  -0.44
C  -1.59326  -0.30698  0.15092  -0.44
H  2.92707  -1.24467  -0.19206  0.14
H  -0.09705  -0.13611  1.41497  0.20
H  -0.56203  0.92809  -1.59794  0.23
H  -0.90485  1.83415  0.04709  0.22
H  -2.02415  -0.04634  1.17045  0.23
H  -2.11681  -1.00829  -0.71003  0.23

Output
E_HOMO   -9.994 eV
SMILES   O=COC1CC1
Net charge   0
E_LUMO   1.0 eV

***

16.
Formula: C4H6O2
Source: OMol25
Level of theory: ωB97M-V with the def2-TZVPD basis set

Each line ends with the natural charge from an NBO analysis.
Geometry (Å):
C  0.28411  -0.35868  -1.34292  -0.63
C  0.05941  0.13735  0.07167  0.09
C  -1.11998  1.05584  0.26724  0.43
O  -2.26372  0.67552  0.26388  -0.50
C  0.52313  -0.60892  1.23960  -0.09
O  1.21132  0.55638  0.79092  -0.48
H  -0.08545  0.35952  -2.08279  0.22
H  1.35978  -0.48363  -1.49606  0.24
H  -0.22023  -1.31259  -1.51966  0.23
H  -0.85985  2.12317  0.40169  0.12
H  0.00159  -0.50496  2.19226  0.19
H  1.04291  -1.55677  1.09363  0.19

Output
E_HOMO   -10.011 eV
SMILES   C[C@@]1(C=O)CO1
Net charge   0
E_LUMO   0.9 eV

***

17.
Formula: C4H6O2
Source: OMol25
Level of theory: ωB97M-V with the def2-TZVPD basis set

Each line ends with the natural charge from an NBO analysis.
Geometry (Å):
C  -1.64945  -0.07422  0.42253  -0.60
C  -0.10937  -0.39666  0.73861  -0.53
C  0.56709  0.02960  -0.53099  0.47
O  -0.09163  0.16660  -1.54118  -0.51
C  2.01371  0.47212  -0.74736  0.36
O  2.76773  0.91588  0.07835  -0.48
H  -1.86197  0.99509  0.28024  0.22
H  -2.00017  -0.51750  -0.53399  0.24
H  -2.28181  -0.48791  1.20023  0.21
H  -0.07209  -1.48746  0.84619  0.24
H  0.49347  -0.05668  1.62283  0.25
H  2.22448  0.44115  -1.83546  0.13

Output
E_HOMO   -9.916 eV
SMILES   CCC(=O)C=O
Net charge   0
E_LUMO   -0.3 eV

***

18.
Formula: C4H6O2
Source: OMol25
Level of theory: ωB97M-V with the def2-TZVPD basis set

Each line ends with the natural charge from an NBO analysis.
Geometry (Å):
O  2.59999  -0.69523  -0.19946  -0.50
C  1.85118  0.02750  0.42011  0.42
C  0.50708  0.50860  -0.06311  -0.08
C  -0.39358  -0.48820  -0.79058  -0.45
C  -1.47271  -0.00085  0.17792  -0.07
O  -0.55732  0.65464  1.07215  -0.55
H  2.08652  0.37368  1.44208  0.12
H  0.14421  1.56188  0.00870  0.31
H  -0.11176  -1.53572  -0.61238  0.22
H  -0.56792  -0.35290  -1.85973  0.22
H  -1.97988  -0.74868  0.77364  0.19
H  -2.19720  0.67707  -0.29688  0.17

Output
E_HOMO   -9.614 eV
SMILES   O=C[C@H]1CCO1
Net charge   0
E_LUMO   0.6 eV

***

19.
Formula: C4H6O2
Source: OMol25
Level of theory: ωB97M-V with the def2-TZVPD basis set

Each line ends with the natural charge from an NBO analysis.
Geometry (Å):
O  -2.49947  -0.10364  1.01527  -0.62
C  -1.49206  -0.34239  0.36761  0.76
C  -0.37238  0.62192  0.70734  -0.47
C  1.04515  0.42803  -0.13442  -0.52
C  0.72109  -0.75319  -0.96137  0.05
O  -1.20312  -1.25176  -0.52771  -0.58
H  -0.74885  1.62760  0.51810  0.24
H  -0.15729  0.48290  1.76881  0.24
H  1.24648  1.35032  -0.70383  0.23
H  1.83222  0.26886  0.61860  0.24
H  1.09354  -1.71836  -0.65064  0.21
H  0.53468  -0.61030  -2.01774  0.21

Output
E_HOMO   -9.503 eV
Net charge   0
E_LUMO   -0.5 eV

***

20.
Formula: C4H6O2
Source: OMol25
Level of theory: ωB97M-V with the def2-TZVPD basis set

Each line ends with the natural charge from an NBO analysis.
Geometry (Å):
O  0.09985  1.47913  -0.99992  -0.71
C  -0.06525  0.53081  0.01406  0.16
C  1.18596  0.13014  0.74429  -0.45
C  0.61626  -0.80836  -0.23705  0.07
O  -0.42157  -1.61270  0.29331  -0.51
C  -1.25637  -0.45691  0.16406  -0.07
H  -0.63559  2.09771  -1.04201  0.48
H  2.06723  0.62302  0.34575  0.24
H  1.21678  -0.11137  1.80024  0.23
H  0.92873  -0.97871  -1.25715  0.20
H  -1.96966  -0.37430  0.98407  0.18
H  -1.76637  -0.51846  -0.80966  0.18

Output
E_HOMO   -8.885 eV
Net charge   0
E_LUMO   0.8 eV